(1)
This record from the Open Molecules 2025 dataset describes 2 unconnected molecules or ions with the total composition C3H6INS2. The level of theory is ωB97M-V/def2-TZVPD.

XYZ file:
```
13
Properties=species:S:1:pos:R:3:mulliken_charge:R:1
C -2.0375 -2.0317 -0.3754 0.09
C 2.0176 0.8571 0.2889 -0.67
C 1.1557 -0.4241 0.3788 -0.18
N 0.0994 -0.7016 -0.2043 -0.39
S -3.0485 -1.1551 -1.0155 -0.16
S 1.3101 2.0157 -1.0731 -0.29
I -4.3349 0.6072 0.4556 -0.32
H -1.6686 -2.4025 0.4884 0.36
H 2.9876 0.4927 0.0345 0.35
H 1.8458 1.3186 1.1575 0.37
H 1.5167 -1.1342 0.9817 0.49
H -0.1669 -0.0030 -0.8128 0.18
H 0.3233 2.5609 -0.3042 0.17
```

For the LUMO energy, the calculation gives -0.285 eV. Its HOMO energy is -8.43 eV. The calculation puts the relative energy (zero: lowest compared OMol25 entry of this formula, charge and spin) at 1.878 eV. As for the HOMO-LUMO gap: 8.1 eV. As for the electronic energy: -1266.60020 Eh. Its total charge is 0.

(2)
This record from the Open Molecules 2025 dataset describes a molecular structure, C3H6InO. The level of theory is ωB97M-V/def2-TZVPD.

XYZ file:
```
11
Properties=species:S:1:pos:R:3:mulliken_charge:R:1
In 13.0551 -3.2580 16.5653 1.15
C 11.5072 -7.1292 19.4438 -0.70
C 11.4080 -5.5711 19.6278 0.64
O 11.4364 -4.7766 18.8301 0.12
C 11.4150 -4.9958 21.1918 -0.57
H 10.8771 -7.3930 18.5764 0.40
H 11.2677 -7.6756 20.3600 0.38
H 12.5764 -7.3233 19.2222 0.40
H 12.1487 -5.6216 21.7326 0.41
H 10.3600 -5.1956 21.4832 0.38
H 11.7569 -3.9600 21.2625 0.39
```

For the LUMO energy, the calculation gives -20.454 eV. Its HOMO energy is -24.36 eV. The calculation puts the relative energy (zero: lowest compared OMol25 entry of this formula, charge and spin) at 0.563 eV. As for the HOMO-LUMO gap: 3.9 eV. As for the electronic energy: -381.77130 Eh. Its total charge is +3.

Which of these has the highest total charge? C3H6InO